Record 1
A 6-piece molecular cluster, C40H40F3N3PS2 overall, computed with ωB97M-V with the def2-TZVPD basis set.

Last column: Löwdin charge in e.
Atoms and positions in Å:
1 N 0.9499 -0.9201 3.0106  0.183
2 C 0.6029 -0.4577 1.7509  -0.253
3 C 0.5529 -1.3454 0.6694  0.039
4 C 0.2484 -0.8883 -0.5528  0.018
5 C -0.0256 0.4880 -0.7448  -0.198
6 C -0.2713 0.9060 -2.1778  -0.120
7 C 0.9022 0.4503 -3.0749  -0.091
8 C 1.4768 1.5884 -3.8805  -0.198
9 F 0.8679 2.7821 -3.8357  0.070
10 C 2.5587 1.4150 -4.6100  -0.328
11 F 3.1058 0.2217 -4.7032  0.149
12 F 3.2249 2.3388 -5.2443  0.188
13 C -0.0101 1.3449 0.3291  -0.273
14 P -0.4174 3.1451 0.1052  0.408
15 S -1.0937 4.1098 1.6281  0.230
16 N 0.3248 0.8329 1.5581  -0.015
17 N 0.4192 1.6644 2.7069  0.062
18 C 1.4346 2.3769 2.7303  -0.817
19 S 2.6257 3.3164 2.9046  0.936
20 H 1.3544 -1.8454 2.9098  0.120
21 H 1.6844 -0.3464 3.4217  0.110
22 H 0.8033 -2.3879 0.7854  0.141
23 H 0.2580 -1.5442 -1.4089  0.140
24 H -0.4200 1.9664 -2.2944  0.066
25 H -1.1774 0.4008 -2.5069  0.135
26 H 1.7229 0.0466 -2.4864  0.108
27 H 0.5802 -0.3270 -3.7651  0.134
28 H -1.3745 3.0967 -0.9108  0.000
29 H 0.7227 3.6893 -0.5161  0.000
30 C -4.4014 -2.0441 2.4455  -0.082
31 C -3.2632 -1.2633 2.3062  -0.085
32 C -2.9647 -0.6822 1.0810  -0.099
33 C -3.8133 -0.8749 -0.0014  -0.090
34 C -4.9509 -1.6545 0.1369  -0.091
35 C -5.2417 -2.2432 1.3594  -0.096
36 H -4.6295 -2.5021 3.3987  0.108
37 H -2.6069 -1.1099 3.1549  0.101
38 H -2.0622 -0.1013 0.9646  0.062
39 H -3.5877 -0.4166 -0.9576  0.096
40 H -5.6075 -1.8091 -0.7088  0.111
41 H -6.1235 -2.8614 1.4646  0.110
42 C 0.8210 8.1695 -4.7244  -0.087
43 C 0.9293 6.7865 -4.7029  -0.090
44 C 0.8305 6.1021 -3.4996  -0.101
45 C 0.6162 6.8020 -2.3193  -0.104
46 C 0.5049 8.1850 -2.3411  -0.092
47 C 0.6105 8.8686 -3.5438  -0.087
48 H 0.9004 8.7037 -5.6620  0.104
49 H 1.0911 6.2418 -5.6241  0.102
50 H 0.9215 5.0266 -3.4830  0.069
51 H 0.5347 6.2705 -1.3779  0.081
52 H 0.3359 8.7299 -1.4215  0.103
53 H 0.5279 9.9472 -3.5614  0.104
54 C 0.1847 2.7052 7.3293  -0.086
55 C 0.3410 1.8991 6.2109  -0.102
56 C 0.4501 0.5229 6.3537  -0.103
57 C 0.3998 -0.0496 7.6169  -0.092
58 C 0.2432 0.7561 8.7356  -0.086
59 C 0.1381 2.1327 8.5923  -0.084
60 H 0.0988 3.7782 7.2173  0.104
61 H 0.3681 2.3469 5.2263  0.064
62 H 0.5678 -0.1066 5.4801  0.066
63 H 0.4797 -1.1230 7.7297  0.102
64 H 0.2013 0.3105 9.7206  0.105
65 H 0.0183 2.7597 9.4657  0.106
66 C -4.5388 -7.2559 -0.5049  -0.088
67 C -4.5311 -6.0409 0.1660  -0.089
68 C -3.5926 -5.0729 -0.1617  -0.096
69 C -2.6663 -5.3190 -1.1661  -0.104
70 C -2.6748 -6.5326 -1.8394  -0.098
71 C -3.6097 -7.5024 -1.5061  -0.090
72 H -5.2694 -8.0115 -0.2477  0.104
73 H -5.2575 -5.8486 0.9456  0.100
74 H -3.5829 -4.1278 0.3644  0.075
75 H -1.9364 -4.5612 -1.4264  0.087
76 H -1.9541 -6.7234 -2.6243  0.100
77 H -3.6152 -8.4503 -2.0277  0.104
78 C 4.9833 -4.5822 -2.4775  -0.089
79 C 6.1298 -3.8682 -2.7975  -0.084
80 C 6.0417 -2.5261 -3.1409  -0.083
81 C 4.8066 -1.8939 -3.1570  -0.098
82 C 3.6607 -2.6089 -2.8344  -0.107
83 C 3.7465 -3.9531 -2.4982  -0.100
84 H 5.0533 -5.6296 -2.2157  0.105
85 H 7.0935 -4.3597 -2.7819  0.106
86 H 6.9355 -1.9731 -3.3975  0.106
87 H 4.7391 -0.8501 -3.4215  0.084
88 H 2.6947 -2.1165 -2.8524  0.073
89 H 2.8513 -4.5130 -2.2565  0.098

Summary:
2S+1: 1
E_HOMO (Eh): -0.408
HOMO-LUMO gap (eV): 6.865
Charge: +1

Record 2
C41H55GeMoN2P2S3 as an isolated structure, computed with ωB97M-V with the def2-TZVPD basis set.

Last column: Mulliken spin population.
Atoms and positions in Å:
1 Mo -0.9880 -0.2932 -0.1157  2.701
2 C -2.7371 1.2971 -3.4018  -0.021
3 P -2.0024 -0.2434 -2.7122  -0.116
4 C -0.3830 -0.1053 -3.5289  -0.006
5 N -0.0189 -0.8289 -4.5362  -0.016
6 C 1.1535 -0.6754 -5.1505  -0.020
7 C 1.5735 -1.4678 -6.2306  -0.001
8 C 2.8140 -1.2651 -6.7847  -0.002
9 C 3.6710 -0.2671 -6.2799  -0.019
10 C 3.2910 0.5429 -5.2401  0.006
11 C 2.0334 0.3653 -4.6426  -0.014
12 N 1.6282 1.0683 -3.5895  0.016
13 C 0.4828 0.8978 -3.0065  -0.113
14 P 0.1462 1.6483 -1.3399  -0.061
15 C -1.2889 2.7962 -1.1840  -0.024
16 C 1.5876 2.8974 -1.2532  0.038
17 C 2.8910 2.1164 -1.1427  0.006
18 C 1.3786 3.8047 -0.0386  0.001
19 C 1.5729 3.7659 -2.5113  -0.006
20 C -2.9453 -1.5668 -3.7266  -0.028
21 C -2.2413 -2.9150 -3.5688  0.003
22 C -4.3744 -1.5458 -3.1758  0.005
23 C -2.9629 -1.2057 -5.2143  -0.010
24 H -3.0638 1.0871 -4.4182  -0.003
25 H -2.0012 2.0961 -3.4612  -0.004
26 H -3.6038 1.6218 -2.8259  0.002
27 H 0.9124 -2.2303 -6.6136  0.000
28 H 3.1509 -1.8669 -7.6174  0.000
29 H 4.6432 -0.1349 -6.7284  0.000
30 H 3.9410 1.3241 -4.8725  0.000
31 H -1.3253 3.5668 -1.9548  -0.002
32 H -1.1603 3.2913 -0.2172  0.001
33 H -2.2319 2.2408 -1.1438  0.031
34 H 2.8723 1.4603 -0.2730  0.000
35 H 3.7291 2.8027 -1.0468  0.002
36 H 3.0628 1.5181 -2.0340  -0.002
37 H 1.0691 3.2471 0.8477  0.015
38 H 0.6524 4.5888 -0.2389  0.000
39 H 2.3186 4.2991 0.1957  0.000
40 H 1.8085 3.2028 -3.4091  0.000
41 H 2.3436 4.5273 -2.4060  0.001
42 H 0.6288 4.2848 -2.6537  -0.001
43 H -2.2822 -3.2917 -2.5509  0.000
44 H -1.1999 -2.8437 -3.8877  0.000
45 H -2.7341 -3.6455 -4.2067  -0.001
46 H -4.3882 -1.4744 -2.0876  -0.002
47 H -4.9024 -2.4488 -3.4723  0.000
48 H -4.9276 -0.6982 -3.5750  0.000
49 H -1.9715 -0.9879 -5.6062  0.001
50 H -3.6456 -0.3950 -5.4574  0.000
51 H -3.3361 -2.0705 -5.7592  -0.002
52 C -4.3921 -3.7413 1.5494  -0.001
53 C -4.1568 -3.2439 0.1425  0.011
54 S -2.5648 -2.3865 -0.2671  -0.012
55 C -1.2803 -3.6291 0.1345  0.024
56 C -0.9449 -3.6956 1.6184  -0.038
57 S -1.0995 -2.0318 2.3522  -0.007
58 C -1.8843 -2.2827 3.9903  0.008
59 C -3.1901 -3.0480 4.0142  0.001
60 S -4.3817 -2.3991 2.7925  0.000
61 H -3.7005 -4.5253 1.8488  0.001
62 H -5.3985 -4.1735 1.5692  0.000
63 H -4.9191 -2.5143 -0.1269  0.000
64 H -4.1891 -4.0835 -0.5549  -0.003
65 H -0.4033 -3.2997 -0.4461  0.012
66 H -1.6151 -4.5947 -0.2476  0.004
67 H 0.0872 -4.0215 1.7657  -0.002
68 H -1.6053 -4.3659 2.1616  -0.001
69 H -2.0408 -1.2662 4.3483  0.000
70 H -1.1262 -2.7724 4.6027  -0.002
71 H -3.6460 -2.9148 4.9993  0.000
72 H -3.0601 -4.1170 3.8547  0.000
73 C -1.3339 1.2734 2.4704  -0.003
74 Ge 0.5518 0.6790 1.9402  -0.175
75 C 1.4489 -0.8322 3.0059  -0.065
76 C 2.1122 -1.8321 2.3166  0.017
77 C 2.6769 -2.8823 3.0226  0.002
78 C 2.5944 -2.9086 4.4045  0.016
79 C 1.9309 -1.9039 5.0840  -0.013
80 C 1.3766 -0.8368 4.3872  -0.004
81 C 2.0005 1.8283 2.7769  0.183
82 C 3.2588 1.4391 2.3067  -0.042
83 C 4.4321 2.0488 2.7157  0.103
84 C 4.3833 3.0191 3.7023  0.150
85 C 3.1592 3.3863 4.2814  -0.034
86 C 3.1308 4.3182 5.3426  0.197
87 C 1.9490 4.6206 5.9939  0.083
88 C 0.7647 4.0273 5.5683  0.002
89 C 0.7641 3.1302 4.5126  0.173
90 C 1.9419 2.7825 3.8283  0.009
91 H -1.4414 2.3516 2.3567  0.015
92 H -1.6066 0.9913 3.4829  -0.014
93 H -2.0696 0.7912 1.7789  -0.026
94 H 2.1651 -1.8055 1.2290  0.004
95 H 3.1837 -3.6710 2.4886  0.000
96 H 3.0743 -3.7072 4.9498  0.001
97 H 1.8564 -1.9253 6.1606  0.000
98 H 0.8952 -0.0306 4.9261  0.006
99 H 3.3166 0.6258 1.5930  -0.016
100 H 5.3765 1.7496 2.2862  0.002
101 H 5.2922 3.4634 4.0797  -0.005
102 H 4.0557 4.7951 5.6359  0.001
103 H 1.9457 5.3136 6.8210  0.003
104 H -0.1586 4.2687 6.0710  -0.002
105 H -0.1568 2.6476 4.2277  0.079

Summary:
2S+1: 4
E_HOMO (spin up / spin down) (Eh): -0.649 / -0.651
HOMO-LUMO gap (spin up / spin down) (eV): 3.630 / 4.822
Charge: +4
<S²>: 4.111

Record 3
One molecule with the formula C4H6O2S, computed with ωB97M-V with the def2-TZVPD basis set.

Last column: Mulliken spin population.
Atoms and positions in Å:
1 C -1.4701 0.3258 0.5444  0.339
2 C 0.3084 -0.9383 -0.6050  -0.037
3 C -0.2009 0.4175 -0.1330  0.115
4 C 0.8617 1.2913 0.2611  0.054
5 O -2.1037 -0.0142 1.4760  0.386
6 O -0.0659 -2.0063 0.3072  0.020
7 S -1.7437 1.0457 -1.0005  1.107
8 H 0.0952 -1.1072 -1.6156  0.019
9 H 1.4357 -0.8432 -0.4523  0.002
10 H 0.8235 1.4913 1.3121  0.003
11 H 0.9455 2.2764 -0.3230  0.000
12 H 1.7668 0.6995 0.2415  -0.004
13 H -0.6525 -2.6384 -0.0129  -0.004

Summary:
2S+1: 3
E_HOMO (spin up / spin down) (Eh): -0.186 / -0.338
HOMO-LUMO gap (spin up / spin down) (eV): 5.594 / 5.709
<S²>: 2.008
Energy above the lowest of the compared OMol25 structures with the same formula, charge and spin (kcal/mol): 77.89

Record 4
A 2-piece molecular cluster, C6H14N2O2 overall, computed with ωB97M-V with the def2-TZVPD basis set.

Last column: Löwdin charge in e.
Atoms and positions in Å:
1 C -1.9633 0.9722 1.1008  0.002
2 N -0.6353 0.2071 1.5390  0.022
3 C 0.3020 0.9078 2.2585  -0.531
4 C 1.3778 -0.1107 2.7186  -0.020
5 O 0.2606 2.1538 2.3933  -0.005
6 H -1.8968 1.5805 0.3134  0.013
7 H -2.7622 0.2209 1.2578  0.074
8 H -2.2272 1.5413 2.1357  0.127
9 H -0.4354 -0.7090 1.3171  0.054
10 H 2.4367 0.3057 2.8960  0.107
11 H 0.9604 -0.3560 3.6620  0.056
12 H 1.4565 -1.0357 2.0737  0.087
13 C -1.4085 -0.8991 -2.5086  -0.069
14 N -0.1203 -0.2291 -2.4921  0.028
15 C 0.6552 -0.7421 -1.5205  -0.593
16 C 1.9242 0.0340 -1.4235  -0.013
17 O 0.3427 -1.7113 -0.8389  0.016
18 H -1.4477 -1.7630 -1.8828  0.069
19 H -2.1898 -0.4028 -2.0342  0.056
20 H -1.5887 -1.2804 -3.5241  0.097
21 H 0.2933 0.3275 -3.1955  0.119
22 H 2.0824 0.2724 -0.3348  0.084
23 H 2.7953 -0.4122 -1.9758  0.094
24 H 1.7881 1.1281 -1.9351  0.126

Summary:
2S+1: 1
E_HOMO (Eh): -0.347
HOMO-LUMO gap (eV): 10.172
Energy above the lowest of the compared OMol25 structures with the same formula, charge and spin (kcal/mol): 63.88